Entry 1:
This record from the Open Molecules 2025 dataset describes an isolated molecule of C4H6N2OS. The level of theory is wB97M-V/def2-TZVPD.

Geometry (Å):
C: -1.294 2.096 0.021
C: -0.162 0.896 -0.066
C: 0.846 -1.393 -0.031
C: -0.435 -0.655 0.081
H: -1.706 2.045 0.977
H: -2.083 2.084 -0.777
H: -0.698 2.960 0.238
H: 1.457 -2.018 0.759
H: 0.989 -2.020 -0.837
H: -3.295 -1.405 0.454
N: 1.176 1.169 -0.025
N: -1.535 -1.253 0.129
O: -2.751 -0.619 -0.176
S: 2.258 -0.111 -0.010

energy relative to the best compared isomer or geometry (same formula, charge and spin): 5.9615 eV
structure (SMILES): CC1=NSC/C1=N/O



Entry 2:
This record from the Open Molecules 2025 dataset describes a structure of composition C36H33Cl2N4O2SSc. The level of theory is wB97M-V/def2-TZVPD.

Geometry (Å):
Sc: 0.372 -0.068 0.195
Cl: 3.081 2.851 -5.393
C: 1.928 2.303 -4.221
C: 2.291 1.261 -3.378
C: 1.400 0.804 -2.416
N: 1.621 -0.233 -1.491
C: 2.675 -1.064 -1.529
O: 3.613 -1.094 -2.313
C: 2.587 -2.121 -0.443
C: 3.558 -3.098 -0.364
C: 3.458 -4.066 0.621
C: 2.383 -4.027 1.494
C: 1.451 -3.018 1.344
N: 1.540 -2.083 0.397
C: 0.128 1.404 -2.321
C: -0.234 2.425 -3.180
C: 0.674 2.885 -4.126
Cl: 0.198 4.192 -5.159
N: -0.701 0.846 -1.317
C: -2.024 0.670 -1.485
O: -2.773 1.184 -2.301
C: -2.574 -0.420 -0.571
C: -3.815 -0.948 -0.871
C: -4.264 -2.041 -0.147
C: -3.459 -2.560 0.858
C: -2.229 -1.976 1.085
N: -1.778 -0.934 0.381
H: 3.264 0.807 -3.472
H: 4.366 -3.068 -1.081
H: 4.208 -4.841 0.709
H: 2.268 -4.753 2.286
H: 0.605 -2.952 2.017
H: -1.216 2.866 -3.116
H: -4.381 -0.493 -1.671
H: -5.223 -2.490 -0.368
H: -3.767 -3.411 1.447
H: -1.577 -2.355 1.863
C: 0.542 3.378 3.481
C: -0.581 2.819 2.641
C: -0.798 3.308 1.349
C: 0.285 4.098 0.649
C: -2.048 3.115 0.746
C: -2.442 3.948 -0.453
C: -2.993 2.261 1.328
C: -4.363 2.174 0.694
C: -2.673 1.587 2.514
C: -3.623 0.601 3.155
C: -1.483 1.898 3.187
C: -1.200 1.285 4.539
H: 0.222 3.476 4.517
H: 0.820 4.371 3.132
H: 1.440 2.755 3.455
H: 0.165 5.179 0.767
H: 0.289 3.882 -0.420
H: 1.267 3.828 1.037
H: -2.816 3.349 -1.284
H: -1.617 4.551 -0.822
H: -3.243 4.633 -0.162
H: -4.977 3.024 1.007
H: -4.903 1.271 0.967
H: -4.305 2.201 -0.393
H: -3.101 -0.309 3.458
H: -4.429 0.301 2.492
H: -4.078 1.018 4.058
H: -1.778 1.775 5.329
H: -0.147 1.363 4.800
H: -1.464 0.228 4.567
S: 2.133 0.980 1.565
C: 2.933 -0.243 2.567
C: 2.268 -0.860 3.629
C: 2.923 -1.770 4.446
C: 4.256 -2.082 4.218
C: 4.927 -1.469 3.167
C: 4.275 -0.558 2.348
H: 1.236 -0.592 3.828
H: 2.393 -2.230 5.271
H: 4.770 -2.786 4.859
H: 5.971 -1.692 2.988
H: 4.796 -0.082 1.527

energy relative to the best compared isomer or geometry (same formula, charge and spin): 0.9106 eV



Entry 3:
This record from the Open Molecules 2025 dataset describes an isolated molecule of CH5NP2. The level of theory is wB97M-V/def2-TZVPD.

Geometry (Å):
C: 1.298 0.460 -0.411
N: -1.416 -0.800 0.684
P: -2.205 0.159 -0.246
P: 0.483 -1.181 -0.204
H: 2.447 0.362 -0.218
H: 0.837 1.300 0.334
H: 1.251 0.990 -1.468
H: -3.615 0.100 0.452
H: 0.920 -1.389 1.076

energy relative to the best compared isomer or geometry (same formula, charge and spin): 1.6591 eV
structure (SMILES): [H]/P=N/PC



Entry 4:
This record from the Open Molecules 2025 dataset describes a structure of composition C25H26BrN4O2SSc. The level of theory is wB97M-V/def2-TZVPD.

Geometry (Å):
Sc: 0.223 -0.057 -0.051
Br: 6.181 4.452 -1.437
C: 4.826 3.128 -1.279
C: 5.200 1.745 -1.249
C: 4.262 0.726 -1.285
C: 2.883 1.054 -1.163
O: 1.989 0.117 -0.971
C: 2.478 2.465 -1.161
C: 1.124 2.830 -0.929
N: 0.051 2.035 -0.682
C: -1.250 2.549 -0.631
C: -1.650 3.868 -0.986
C: -3.011 4.287 -0.841
C: -3.959 3.435 -0.331
C: -3.626 2.097 -0.062
C: -4.595 1.205 0.399
C: -4.206 -0.100 0.711
C: -2.889 -0.503 0.491
N: -1.950 0.351 0.067
C: -2.272 1.656 -0.203
C: 3.491 3.486 -1.270
H: 6.244 1.496 -1.226
H: 4.531 -0.320 -1.329
H: 0.990 3.915 -0.930
H: -0.910 4.540 -1.339
H: -3.292 5.306 -1.083
H: -4.981 3.733 -0.118
H: -5.612 1.567 0.548
H: -4.906 -0.824 1.087
H: -2.573 -1.549 0.678
H: 3.189 4.521 -1.316
N: 0.683 -0.246 6.192
C: 0.654 -0.101 4.829
C: 1.559 -0.824 4.007
C: 1.525 -0.663 2.653
N: 0.661 0.178 2.029
C: -0.110 0.973 2.824
C: -0.175 0.847 4.198
H: 1.174 -1.056 6.538
H: -0.152 0.060 6.676
H: 2.266 -1.535 4.396
H: 2.215 -1.212 2.009
H: -0.653 1.775 2.319
H: -0.870 1.447 4.767
C: 1.180 -5.557 -2.112
C: 0.648 -4.393 -1.268
S: 0.499 -2.733 -1.975
O: -0.050 -1.965 -0.672
C: -0.822 -2.869 -3.215
C: -2.201 -3.289 -2.704
H: 1.474 -6.350 -1.446
H: 2.041 -5.206 -2.700
H: 0.402 -5.936 -2.805
H: 1.349 -4.233 -0.439
H: -0.338 -4.619 -0.811
H: -0.407 -3.631 -3.896
H: -0.854 -1.908 -3.726
H: -2.290 -4.386 -2.664
H: -2.975 -2.920 -3.377
H: -2.413 -2.855 -1.738

charge: +2
energy relative to the best compared isomer or geometry (same formula, charge and spin): 0.0000 eV



Entry 5:
This record from the Open Molecules 2025 dataset describes an isolated molecule of C6H6N2O. The level of theory is wB97M-V/def2-TZVPD.

Geometry (Å):
C: 1.109 -0.062 1.714
C: 0.359 -0.351 0.374
C: -1.792 -0.892 -0.248
C: -1.755 0.414 -0.519
C: -0.478 0.964 0.005
C: 1.338 -0.403 -0.708
H: 0.299 -0.022 2.442
H: 1.632 0.881 1.731
H: 1.689 -0.920 2.018
H: -0.313 -2.297 0.089
H: -2.633 -1.555 -0.411
H: -2.611 0.987 -0.907
N: -0.636 -1.380 0.378
N: 2.047 -0.349 -1.628
O: -0.078 2.127 0.010

energy relative to the best compared isomer or geometry (same formula, charge and spin): 0.6244 eV
structure (SMILES): C[C@@]1(C#N)NC=CC1=O



Entry 6:
This record from the Open Molecules 2025 dataset describes a structure of composition C3H4N2O. The level of theory is wB97M-V/def2-TZVPD.

Geometry (Å):
O: -1.827 0.834 0.229
C: -0.600 0.415 0.599
C: 0.594 1.093 0.250
C: 1.453 0.240 -0.353
N: 0.997 -1.087 -0.574
N: -0.205 -1.191 -0.266
H: -1.710 1.447 -0.513
H: -0.621 -0.024 1.601
H: 2.467 0.426 -0.689
H: -0.547 -2.153 -0.284

energy relative to the best compared isomer or geometry (same formula, charge and spin): 4.7745 eV